No. 1
Below is a 14-piece molecular cluster, C6H40NO14 overall at a distorted geometry, with properties calculated with wB97M-V/def2-TZVPD.

Computed properties:
2S+1 ... 1
Energy above the lowest of the compared OMol25 structures with the same formula, charge and spin ... 0.000 eV
HOMO-LUMO gap ... 9.46 eV
Energy ... -37031.408 eV
M ... 350.38 Da
Charge ... -1
HOMO ... -6.8 eV

Positions of all 61 atoms, in Å:
1 H -0.37408 -0.34933 5.13626
2 H 1.05950 -0.88334 -4.32723
3 H 1.15343 -1.78807 2.04655
4 H -0.95628 -2.74397 2.57641
5 H -0.06274 3.31817 0.56079
6 H -0.36354 2.48502 -2.67404
7 O -0.35178 -1.27281 5.41235
8 H -0.81146 4.23955 -1.26912
9 H 2.21018 0.59520 2.00179
10 O 0.09098 -1.05276 -4.34465
11 O -0.42560 3.36306 -1.16127
12 C 2.19462 -1.60996 0.17295
13 H 2.69266 2.47376 -2.71104
14 H 0.07449 0.87737 2.86520
15 H -0.19844 -0.70455 -5.19405
16 H -0.91902 -0.30661 3.17870
17 H -0.64328 2.82077 1.88062
18 O -3.13683 -1.50271 1.25077
19 O -2.41553 1.97722 -0.60601
20 C 0.99726 -0.92642 -0.51390
21 H 3.16262 -0.93233 -3.38724
22 O -0.19214 1.97697 -3.50055
23 H -0.36614 1.04464 -3.27585
24 O 2.53328 2.05652 -3.59117
25 H -2.16291 -2.80875 0.78245
26 C -0.37150 -1.48977 -0.11096
27 H 1.55140 2.04212 -3.70894
28 H -4.01179 -1.74648 1.56872
29 N -1.41395 -0.90228 -0.96502
30 C 2.17376 -1.57612 1.71192
31 H -0.55222 -3.41216 -1.17502
32 H 3.11803 -1.12542 -0.17480
33 H 2.51069 2.82771 -0.36149
34 H -1.25104 2.71055 -0.86896
35 H -1.35786 -1.27985 -1.90484
36 H -2.19260 0.88642 2.42764
37 O -1.37579 -1.97148 2.98218
38 O -1.50203 -3.53614 0.59837
39 H 1.07621 -1.04067 -1.58354
40 H -2.99978 -0.03338 1.54351
41 H -2.60362 1.63990 0.36954
42 H 2.26584 -2.61989 -0.19404
43 H 2.78604 0.43965 -4.01594
44 H 1.32877 3.34037 -1.19211
45 H -0.77384 -1.75788 4.66714
46 H -2.19618 -1.79218 2.29150
47 H 0.97239 0.14964 -0.27342
48 H 3.80286 -0.16813 2.02987
49 H 2.72569 -0.33997 3.39943
50 H 2.73621 -2.43990 2.07564
51 O 2.78326 -0.54398 -4.18247
52 H -2.33397 -1.11103 -0.58566
53 O 0.14123 3.25246 1.51614
54 H -0.57694 -1.17245 0.92158
55 C 2.75451 -0.31387 2.29900
56 O -0.73645 0.65978 3.34425
57 O -2.87973 0.98401 1.73181
58 O 2.30685 3.27275 -1.19096
59 H 0.46956 -3.49916 0.24565
60 H -2.17141 1.11006 -1.01969
61 C -0.41535 -3.01971 -0.17152

The computed natural (NBO) charges, all in e, follow:
1. H 0.48
2. H 0.50
3. H 0.21
4. H 0.49
5. H 0.49
6. H 0.50
7. O -1.00
8. H 0.49
9. H 0.20
10. O -1.00
11. O -1.06
12. C -0.40
13. H 0.51
14. H 0.49
15. H 0.46
16. H 0.51
17. H 0.47
18. O -1.17
19. O -1.00
20. C -0.40
21. H 0.47
22. O -0.99
23. H 0.49
24. O -1.03
25. H 0.51
26. C -0.09
27. H 0.50
28. H 0.47
29. N -0.90
30. C -0.40
31. H 0.16
32. H 0.19
33. H 0.48
34. H 0.51
35. H 0.37
36. H 0.49
37. O -1.08
38. O -0.80
39. H 0.20
40. H 0.51
41. H 0.52
42. H 0.20
43. H 0.52
44. H 0.51
45. H 0.50
46. H 0.51
47. H 0.20
48. H 0.20
49. H 0.22
50. H 0.20
51. O -1.00
52. H 0.41
53. O -0.99
54. H 0.21
55. C -0.62
56. O -1.00
57. O -1.04
58. O -0.98
59. H 0.16
60. H 0.51
61. C -0.08


No. 2
Below is C20H30F6MnO15P as an isolated structure at a distorted geometry, with properties calculated with wB97M-V/def2-TZVPD.

Computed properties:
2S+1 ... 6
Energy above the lowest of the compared OMol25 structures with the same formula, charge and spin ... 4.380 eV
HOMO-LUMO gap (spin up / spin down) ... 7.67 / 7.34 eV
Energy ... -108853.779 eV
M ... 710.35 Da
<S²> ... 8.7519
Charge ... +1
HOMO (spin up / spin down) ... -12.0 / -12.0 eV

Positions of all 73 atoms, in Å:
1 C -19.65474 0.11074 -10.02241
2 H -19.61425 -0.95517 -10.26544
3 P -22.70375 1.84548 -7.45381
4 H -28.77157 -0.82660 -9.66397
5 C -23.41666 2.83567 -13.25659
6 C -16.43565 -0.68858 -9.11797
7 O -15.51117 -1.33886 -9.48084
8 C -28.48992 -2.06176 -6.74567
9 H -29.83541 -0.29547 -8.29685
10 F -23.17605 0.93938 -8.72518
11 C -24.37056 -1.68558 -3.84495
12 O -16.96342 -0.58434 -7.85339
13 C -18.39413 0.51419 -9.32434
14 H -22.94477 0.97382 -12.48257
15 F -21.45982 0.93576 -7.02112
16 O -25.75704 -4.82109 -3.50743
17 C -27.86270 -1.13670 -7.75503
18 H -22.35326 -3.24571 -5.24650
19 O -22.24826 6.16544 -6.91432
20 H -20.29957 6.26231 -7.51462
21 C -27.28558 1.00951 -7.74634
22 H -21.09036 -3.01633 -3.93308
23 H -21.03128 7.59137 -9.40160
24 H -29.11906 -2.77997 -7.28474
25 C -25.02176 -3.89300 -3.60405
26 O -23.72049 -3.89778 -3.21127
27 F -22.50312 2.89416 -6.26939
28 H -22.06469 9.43680 -7.17218
29 H -22.95863 -2.18361 -2.37539
30 H -27.10551 -1.69608 -8.30661
31 O -28.23583 0.97464 -8.68410
32 H -22.67912 9.70338 -8.79841
33 C -21.87040 9.25260 -8.23436
34 H -21.76993 -1.75432 -4.85951
35 H -25.08780 1.49351 -13.61449
36 C -23.23541 6.32320 -7.76642
37 O -24.19762 5.59111 -7.81142
38 C -21.59056 7.76353 -8.48765
39 C -18.21111 0.11616 -7.88829
40 C -24.48837 3.48453 -11.35371
41 H -29.12515 -1.60673 -5.98866
42 O -17.21213 -0.00588 -9.97682
43 O -27.30878 -0.04287 -7.00344
44 C -22.54001 1.57719 -13.30293
45 H -22.64920 1.06073 -14.25084
46 H -24.88239 -0.94132 -3.23257
47 C -21.11139 6.94642 -7.27219
48 Mn -25.70785 3.91824 -8.09480
49 H -18.14954 0.97399 -7.22094
50 O -26.60598 1.99735 -7.53345
51 O -22.97543 7.28480 -8.62656
52 H -18.92068 -0.66521 -7.60064
53 H -18.19156 1.57697 -9.50634
54 C -22.03734 -2.69550 -4.35806
55 C -28.82207 -0.35423 -8.68703
56 H -27.75161 -2.69228 -6.24980
57 F -21.81719 2.62029 -8.57654
58 H -25.40644 3.27244 -13.96985
59 F -24.06328 2.75626 -7.88277
60 O -24.73019 3.89537 -10.24904
61 O -25.37870 2.72532 -12.00329
62 C -23.18525 -2.57497 -3.36900
63 H -19.66469 0.66937 -10.95897
64 O -23.33918 3.52169 -12.00611
65 H -24.13485 -1.15249 -4.77039
66 H -20.74748 7.54921 -6.44250
67 O -25.29808 -2.71754 -4.17368
68 H -23.26666 3.42859 -14.15987
69 H -20.97814 9.88023 -8.34028
70 C -24.92690 2.53170 -13.32984
71 H -21.50522 1.76992 -13.03063
72 H -20.55364 0.27783 -9.43503
73 F -23.69635 1.03099 -6.44980

The computed Löwdin charges, all in e, follow:
1. C -0.01
2. H 0.10
3. P 0.22
4. H 0.14
5. C -0.29
6. C -0.55
7. O 0.17
8. C -0.01
9. H 0.14
10. F -0.17
11. C -0.07
12. O 0.05
13. C -0.33
14. H 0.10
15. F -0.12
16. O 0.17
17. C -0.27
18. H 0.10
19. O 0.11
20. H 0.14
21. C -0.55
22. H 0.09
23. H 0.16
24. H 0.10
25. C -0.57
26. O 0.08
27. F -0.12
28. H 0.09
29. H 0.15
30. H 0.17
31. O 0.09
32. H 0.09
33. C -0.02
34. H 0.08
35. H 0.14
36. C -0.55
37. O 0.06
38. C -0.21
39. C -0.09
40. C -0.53
41. H 0.10
42. O 0.07
43. O 0.15
44. C 0.00
45. H 0.10
46. H 0.13
47. C -0.05
48. Mn 1.31
49. H 0.14
50. O 0.06
51. O 0.10
52. H 0.14
53. H 0.15
54. C -0.02
55. C -0.03
56. H 0.09
57. F -0.15
58. H 0.14
59. F -0.28
60. O 0.09
61. O 0.09
62. C -0.29
63. H 0.08
64. O 0.14
65. H 0.11
66. H 0.14
67. O 0.04
68. H 0.15
69. H 0.09
70. C -0.08
71. H 0.09
72. H 0.06
73. F -0.16


No. 3
Below is C4H8N2O3 as an isolated structure at a distorted geometry, with properties calculated with wB97M-V/def2-TZVPD.

Computed properties:
2S+1 ... 1
Energy above the lowest of the compared OMol25 structures with the same formula, charge and spin ... 5.655 eV
HOMO-LUMO gap (spin up / spin down) ... 7.49 / 7.49 eV
Energy ... -13396.033 eV
M ... 132.12 Da
Charge ... 0
HOMO (spin up / spin down) ... -8.4 / -8.4 eV

Positions of all 17 atoms, in Å:
1 C -1.07643 1.31425 -0.13449
2 C -0.02502 0.59152 0.70434
3 H 0.76897 -3.33664 1.35852
4 O -0.86782 2.46142 -0.50008
5 C 0.79638 -2.44300 0.74110
6 H 0.75439 -0.55222 -1.93362
7 O 0.89370 1.41682 1.25612
8 H -2.90702 1.00603 -0.96759
9 C 1.14814 0.04917 -1.12719
10 N 1.12125 -2.23076 -0.38670
11 H -2.28979 -0.32784 -0.02623
12 N -2.17270 0.59088 -0.41951
13 O -0.43140 -0.38514 1.42966
14 H 0.28899 -1.36061 1.38987
15 H 0.95690 1.10090 -1.30002
16 H 0.87133 2.24715 0.74832
17 H 2.17013 -0.14194 -0.83251

The computed natural (NBO) charges, all in e, follow:
1. C 0.60
2. C 0.59
3. H 0.27
4. O -0.63
5. C -0.17
6. H 0.20
7. O -0.69
8. H 0.41
9. C -0.65
10. N -0.17
11. H 0.42
12. N -0.80
13. O -0.65
14. H 0.39
15. H 0.19
16. H 0.51
17. H 0.20